The following is a quantum chemistry calculation of a structure of composition C25H29N4O2S4W, from OMol25.

Values from the calculation:
Molecular weight in g/mol: 729.641
<S²>: 2.015
ΔE to the lowest compared entry with this formula, charge and spin in eV: 0.000
HOMO energy (alpha / beta) in eV: -16.0 / -17.2

The geometry in ORCA input format:
```
! wB97M-V def2-TZVPD RIJCOSX def2/J DEFGRID3
* xyz 3 3
W -0.104 -0.465 0.291
C 2.550 -1.826 2.481
C 3.464 -0.874 1.730
S 2.611 0.511 0.947
C 2.472 1.748 2.246
C 1.536 1.410 3.397
S -0.103 0.965 2.777
C -0.724 -0.127 4.068
C -2.031 -0.732 3.585
S -1.958 -1.478 1.939
C -1.323 -3.149 2.229
C 0.147 -3.249 2.590
S 1.232 -2.415 1.388
H 2.092 -1.363 3.352
H 3.101 -2.709 2.809
H 3.987 -1.392 0.924
H 4.234 -0.486 2.399
H 2.147 2.653 1.727
H 3.472 1.957 2.628
H 1.427 2.278 4.048
H 1.920 0.591 4.002
H -0.901 0.466 4.965
H 0.024 -0.883 4.302
H -2.808 0.031 3.513
H -2.396 -1.492 4.276
H -1.545 -3.691 1.312
H -1.928 -3.590 3.021
H 0.449 -4.296 2.619
H 0.355 -2.815 3.567
C 2.360 -1.677 -3.186
C 1.615 -1.691 -2.005
N 1.117 -0.577 -1.470
C 1.329 0.604 -2.114
C 2.029 0.701 -3.314
C 2.566 -0.489 -3.843
C 2.179 1.987 -3.937
C 1.632 3.088 -3.378
C 0.882 2.998 -2.156
C 0.243 4.104 -1.559
C -0.512 3.919 -0.432
C -0.622 2.642 0.119
N 0.028 1.589 -0.374
C 0.743 1.762 -1.531
H 2.754 -2.608 -3.567
H 1.409 -2.617 -1.488
H 3.133 -0.461 -4.765
H 2.733 2.054 -4.864
H 1.739 4.057 -3.848
H 0.336 5.087 -2.007
H -1.050 4.734 0.031
H -1.250 2.478 0.980
C -4.703 0.772 -2.961
N -3.685 -0.106 -2.345
C -3.655 -1.423 -2.616
C -2.732 -2.285 -2.081
C -1.826 -1.674 -1.224
O -0.839 -2.226 -0.553
N -1.830 -0.363 -0.950
C -2.750 0.517 -1.504
O -2.779 1.700 -1.279
H -5.494 0.143 -3.356
H -4.248 1.358 -3.755
H -5.100 1.437 -2.200
H -4.425 -1.770 -3.294
H -2.723 -3.339 -2.302
*
```